14
Properties=species:S:1:pos:R:3 method="wB97M-V/def2-TZVPD" charge=0 de_lowest_ev=5.619 gap_ev=5.555 e_tot_ev=-9841.661 e_homo_ev=-8.40 e_lumo_ev=-2.849
C -1.4696 -0.9710 -0.2447
N -0.2628 -0.0972 0.0092
C -0.6046 1.1400 0.6969
C 1.0814 -0.5392 -0.1259
C 2.1828 0.1569 -0.6731
O 3.3019 -0.3469 -0.6601
O -2.2845 -0.2901 -1.0240
H -1.9640 -1.0485 0.8197
H 0.2680 1.6654 1.1002
H -1.3744 0.8799 1.4614
H -1.1376 1.7952 -0.0497
H -1.0651 -1.9848 -0.5257
H 1.2443 -1.5690 0.1863
H 2.0842 1.2093 -0.9706